Record 1
# C23H21F4N2

The ion C23H21F4N2 with charge +1 at a distorted geometry (the ωB97M-V functional and the def2-TZVPD basis, the OMol25 dataset).

The SMILES is CN1CCC[C@@H]1c1ccc[n+](C(c2cc(F)cc(F)c2)c2cc(F)cc(F)c2)c1. As for the net charge: +1. The calculation puts the lowest unoccupied orbital energy at -4.7 eV. Its energy is -1397.69068 Eh. Its HOMO energy is -11.49 eV.

```
50
Properties=species:S:1:pos:R:3:forces:R:3:lowdin_charge:R:1
C -5.85496 -7.14428 -1.68008 -0.27 -0.37 -0.11 -0.085
N -5.10835 -6.02144 -2.20107 0.93 -0.19 0.13 -0.185
C -5.06598 -6.01404 -3.67184 -0.52 0.16 0.16 -0.169
C -4.70244 -4.58908 -4.06961 0.05 0.34 -0.10 -0.141
C -4.93366 -3.71547 -2.81354 0.25 0.22 -0.09 -0.112
C -5.31897 -4.69401 -1.66151 -0.80 0.75 -0.60 -0.258
C -4.57316 -4.38517 -0.35396 1.03 -0.57 0.76 -0.069
C -4.08855 -5.44056 0.47129 -0.02 2.32 -0.26 0.050
C -3.55520 -5.03871 1.70923 0.21 0.12 0.14 0.003
C -3.19710 -3.69630 1.90562 0.65 -0.71 -0.77 0.002
N -3.20063 -2.75950 0.86584 -2.23 -2.07 1.40 0.060
C -2.24219 -1.53995 0.80902 0.12 0.33 0.05 -0.104
C -0.82609 -2.08242 1.06610 -0.19 0.59 0.09 -0.151
C 0.13775 -2.36518 0.08934 -0.18 -0.67 0.00 0.053
C 1.04789 -3.38685 0.37799 0.47 0.08 -0.67 -0.212
F 1.82617 -3.87012 -0.64497 -0.64 0.72 1.19 0.065
C 1.16586 -3.95987 1.63552 0.00 0.20 0.33 0.088
C 0.34912 -3.43122 2.63798 0.46 -0.60 0.69 -0.209
F 0.43894 -3.98602 3.90165 -0.03 0.94 -1.48 0.052
C -0.59428 -2.44046 2.39091 0.12 -0.91 0.52 0.003
C -2.54807 -0.81178 -0.47649 -0.96 0.18 -0.26 -0.176
C -3.63063 0.09087 -0.40509 0.18 -0.10 -0.21 0.029
C -4.17786 0.58399 -1.58499 -0.90 0.22 0.11 -0.210
F -5.38103 1.26983 -1.51358 1.89 -0.59 -0.15 0.053
C -3.62050 0.31684 -2.83654 0.06 0.09 0.04 0.092
C -2.58654 -0.62432 -2.87472 -0.17 0.12 -0.77 -0.214
F -2.13719 -1.03315 -4.11489 -0.39 0.54 1.67 0.058
C -2.06331 -1.21561 -1.72456 -0.06 -0.17 -0.42 0.024
C -4.20196 -3.05089 -0.02182 -0.19 -0.27 -1.37 0.047
H -5.87664 -7.16910 -0.59064 -0.08 0.10 -0.04 0.071
H -6.90298 -7.18356 -2.04093 0.24 0.17 0.11 0.099
H -5.37291 -8.07576 -2.01073 -0.12 0.24 0.08 0.100
H -4.35820 -6.73982 -4.07470 0.09 -0.06 0.28 0.121
H -6.05434 -6.31165 -4.07434 0.18 0.22 0.13 0.122
H -3.65793 -4.52066 -4.39512 -0.24 -0.04 0.09 0.112
H -5.32684 -4.24073 -4.89762 0.18 -0.10 0.09 0.113
H -4.01468 -3.15011 -2.57088 -0.42 -0.28 -0.08 0.090
H -5.73110 -2.97003 -2.98825 0.34 -0.37 0.18 0.123
H -6.38949 -4.52030 -1.48028 -0.12 -0.06 0.29 0.156
H -4.18576 -6.46564 0.17007 -0.01 -0.18 0.05 0.105
H -3.35932 -5.81639 2.48767 -0.25 1.14 -0.52 0.142
H -2.92757 -3.34892 2.88642 0.76 -0.01 -0.08 0.128
H -2.53278 -0.91189 1.65449 0.05 0.00 -0.08 0.154
H 0.19390 -1.82675 -0.85439 -0.14 -0.57 0.19 0.120
H 1.92260 -4.71595 1.85362 -0.40 0.15 -0.12 0.147
H -1.17195 -2.02986 3.22458 0.04 -0.34 -0.38 0.139
H -4.08137 0.33960 0.55910 0.08 -0.02 -0.38 0.141
H -3.97615 0.84722 -3.73050 0.06 -0.58 0.39 0.151
H -1.35185 -2.03354 -1.84495 -0.36 0.39 -0.02 0.120
H -4.77250 -2.21358 -0.47992 1.27 -0.54 -0.24 0.161
```
Forces are in eV/Å.


Record 2
# C4H9N

An isolated molecule of C4H9N at a distorted geometry (the ωB97M-V functional and the def2-TZVPD basis, the OMol25 dataset).

The SMILES is NCC1CC1. As for the net charge: 0. The calculation puts the lowest unoccupied orbital energy at 1.2 eV. Its energy is -212.49589 Eh. Its HOMO energy is -9.68 eV. Its energy above the lowest of the compared OMol25 structures with the same formula, charge and spin is 1.504 eV.

```
14
Properties=species:S:1:pos:R:3:forces:R:3:lowdin_charge:R:1
N 0.85829 -1.47299 1.00479 -2.47 -1.54 1.80 -0.017
C -0.05306 -0.26855 1.13739 0.96 -0.26 2.34 -0.285
C 0.26071 0.50538 -0.05614 0.57 3.13 -1.94 -0.374
C -0.17229 0.12597 -1.48289 -1.75 0.01 1.81 -0.096
C -0.81034 1.34558 -0.73722 -0.66 -2.84 0.51 -0.123
H 0.45380 -2.28937 1.57423 0.94 1.60 -0.62 0.091
H 0.68935 -1.82183 0.07417 0.19 0.01 -0.55 0.031
H -1.18038 -0.32850 1.32297 1.37 -0.77 -0.51 0.126
H 0.34147 0.31510 2.06594 -0.74 -0.91 -1.51 0.133
H 1.22110 1.10245 0.02205 -1.03 -1.10 -0.25 0.154
H 0.39541 0.37666 -2.35279 0.57 -0.27 -0.16 0.075
H -0.84472 -0.80076 -1.53411 1.03 1.56 -0.16 0.122
H -0.57794 2.34566 -0.94014 0.33 1.11 -0.74 0.068
H -1.85630 1.16126 -0.43266 0.70 0.27 -0.03 0.097
```
Forces are in eV/Å.


Record 3
# CH2S4

An isolated molecule of CH2S4 at a distorted geometry (the ωB97M-V functional and the def2-TZVPD basis, the OMol25 dataset).

The SMILES is S=[SH]#S#CS. As for the net charge: 0. The calculation puts the lowest unoccupied orbital energy (alpha / beta) at -1.4 / -1.2 eV. Its energy is -1631.92759 Eh. Its HOMO energy (alpha / beta) is -7.79 / -7.93 eV. Its energy above the lowest of the compared OMol25 structures with the same formula, charge and spin is 2.502 eV.

```
7
Properties=species:S:1:pos:R:3:forces:R:3:lowdin_charge:R:1
S 2.77976 -1.47895 -0.00652 0.14 -1.22 -0.08 -0.030
S 2.65020 0.38014 0.37569 -0.84 1.49 -1.47 0.051
S 0.31206 1.25248 0.57780 -1.47 -0.22 0.65 0.542
C -1.00088 0.32684 0.76840 1.67 0.64 -0.39 -1.058
S -1.20019 -1.31520 0.54307 -1.77 -0.20 1.42 0.673
H 2.29762 0.96607 -0.87454 0.78 -0.43 1.09 -0.116
H -2.45927 -1.37236 1.24222 1.48 -0.06 -1.23 -0.063
```
Forces are in eV/Å.


Record 4
# C7H7NO2

An isolated molecule of C7H7NO2 at a distorted geometry (the ωB97M-V functional and the def2-TZVPD basis, the OMol25 dataset).

The SMILES is C#C[C@H]1OCC=C1C(N)=O. As for the net charge: 0. The calculation puts the lowest unoccupied orbital energy at 0.7 eV. Its energy is -476.06816 Eh. Its HOMO energy is -9.56 eV. Its energy above the lowest of the compared OMol25 structures with the same formula, charge and spin is 3.122 eV.

```
17
Properties=species:S:1:pos:R:3:forces:R:3:lowdin_charge:R:1
C 2.85009 1.13176 0.40279 -0.57 -0.39 -0.40 0.132
C 1.90155 0.58187 -0.10868 0.79 0.60 0.50 -0.047
C 0.72378 -0.04199 -0.74528 -0.12 0.19 0.06 -0.303
O 0.98250 -1.39114 -1.09548 0.17 -0.13 -0.18 -0.078
C 0.13700 -2.27831 -0.37329 -0.19 -0.21 -0.09 -0.169
C -0.81731 -1.39215 0.35275 -0.22 0.63 0.10 0.029
C -0.48747 -0.11220 0.17422 0.76 -0.42 0.23 -0.106
C -1.20738 1.05337 0.75275 -1.57 -1.25 2.39 -0.492
N -1.64460 1.99563 -0.10431 -1.50 1.32 -0.96 0.145
O -1.69931 1.02896 1.88733 0.89 -0.59 -1.24 0.060
H 3.72006 1.60041 0.82893 -0.43 -0.21 -0.15 0.034
H 0.49621 0.52451 -1.66577 0.04 -0.14 0.20 0.157
H -0.37526 -2.95057 -1.07941 0.18 0.15 0.11 0.127
H 0.72786 -2.90059 0.31986 -0.11 0.16 -0.14 0.130
H -1.69267 -1.75315 0.89030 0.37 0.13 0.07 0.133
H -1.00393 2.59872 -0.60363 -0.42 -0.18 -0.15 0.107
H -2.61112 2.30487 0.16690 1.92 0.35 -0.36 0.140
```
Forces are in eV/Å.


Record 5
# C11H15CoNP

A structure of composition C11H15CoNP at a distorted geometry (the ωB97M-V functional and the def2-TZVPD basis, the OMol25 dataset).

As for the net charge: -1. The expectation value of S² is 3.80. The calculation puts the lowest unoccupied orbital energy (alpha / beta) at 3.7 / 3.6 eV. Its energy is -2206.79038 Eh. The multiplicity is 4. Its HOMO energy (alpha / beta) is -0.68 / -3.57 eV. Its energy above the lowest of the compared OMol25 structures with the same formula, charge and spin is 0.000 eV.

```
29
Properties=species:S:1:pos:R:3:forces:R:3:lowdin_charge:R:1
C -0.80153 -0.10219 -3.34859 1.00 1.74 0.36 -0.205
C -1.20393 -1.49387 -3.13368 2.39 1.33 -2.14 -0.300
C 0.03555 -2.09876 -2.77379 -0.51 -4.26 -0.10 -0.284
C 1.06948 -1.22229 -2.39962 2.01 0.38 -0.74 -0.254
C 0.65273 0.17587 -2.85318 0.00 -3.98 0.64 -0.132
Co -0.55589 -0.68721 -1.51014 -1.16 0.63 3.79 0.008
P -2.55085 -0.90475 -0.53249 2.38 0.09 -0.14 0.813
H -1.46571 0.73596 -3.50055 -0.10 -0.03 -0.37 0.060
H -2.15097 -1.99272 -2.95604 0.07 0.28 -1.22 0.064
H 0.09992 -3.23327 -2.82308 0.10 1.46 0.79 0.104
H 1.36684 0.92654 -2.43873 -1.51 0.26 -1.14 0.087
H 1.92439 -1.67975 -1.68729 -1.57 1.68 -2.24 0.134
H -2.24539 -1.32996 0.72970 -0.67 -0.53 1.00 -0.120
H -3.62585 -1.56488 -1.00730 -1.75 -0.47 0.11 -0.150
H -2.88060 0.38778 -0.26764 -1.07 0.85 0.32 -0.130
C 1.55670 1.82811 3.81618 -0.06 -0.14 0.16 -0.145
C 1.02263 1.15478 2.53157 1.98 0.65 2.81 -0.351
C 0.16556 2.01051 1.73553 -0.22 -1.16 -1.40 -0.102
C -0.30874 1.35570 0.58221 0.93 0.86 1.74 -0.210
N 0.04659 0.05278 0.25014 -0.08 0.63 0.64 -0.144
C 0.91636 -0.70263 1.04001 1.46 -0.26 2.79 -0.204
C 1.46727 -0.20434 2.26965 -1.47 1.32 -1.89 -0.081
H 1.93473 2.87191 3.64418 -0.24 -0.75 0.03 0.055
H 0.75023 1.91863 4.59192 0.51 0.00 -0.41 0.056
H 2.38856 1.24505 4.28863 -0.60 0.41 -0.39 0.052
H -0.01527 3.13202 2.01514 0.22 -2.43 -0.66 0.110
H -0.98459 1.92060 -0.07434 0.30 -0.62 -0.13 0.077
H 1.15664 -1.77570 0.82618 -0.58 1.16 -0.55 0.078
H 2.23514 -0.72393 2.98542 -1.75 0.88 -1.67 0.112
```
Forces are in eV/Å.


Record 6
# C14H15HgN3O3S2

A structure of composition C14H15HgN3O3S2 at a distorted geometry (the ωB97M-V functional and the def2-TZVPD basis, the OMol25 dataset).

As for the net charge: +1. The expectation value of S² is 0.77. The calculation puts the lowest unoccupied orbital energy (alpha / beta) at -3.2 / -3.2 eV. Its energy is -1882.00349 Eh. The multiplicity is 2. Its HOMO energy (alpha / beta) is -7.74 / -11.63 eV. Its energy above the lowest of the compared OMol25 structures with the same formula, charge and spin is 0.000 eV.

```
38
Properties=species:S:1:pos:R:3:forces:R:3:lowdin_charge:R:1
Hg -0.17482 0.05459 -0.15607 -0.16 0.30 -0.76 1.285
O -0.66252 1.03767 -2.04623 0.62 0.49 4.23 -0.198
C -0.57169 0.61344 -3.22453 -0.95 0.21 -2.37 -0.480
O 1.28561 -1.21227 -1.53255 -0.17 0.05 -0.02 -0.031
C 1.07332 -1.27782 -2.74758 -1.72 1.34 -0.52 -0.480
O 1.67691 -2.18292 -3.49924 0.04 0.17 -0.94 0.080
N 0.17707 -0.51689 -3.52334 1.26 -1.30 1.11 0.042
C 1.22341 -2.02296 -4.88737 0.59 -1.00 -0.26 -0.073
C 0.38534 -0.79080 -4.91789 -0.25 0.58 0.14 -0.126
H 0.65990 -2.91588 -5.17016 0.22 0.03 0.21 0.136
H 2.08423 -1.90629 -5.55234 0.01 -0.33 0.40 0.137
H -0.59974 -0.93387 -5.35967 0.32 0.02 -0.52 0.135
H 0.93712 0.06390 -5.31966 -0.36 -0.11 -0.48 0.147
C -1.21599 1.43469 -4.23601 0.91 -0.95 -0.03 -0.133
C -1.48097 2.72280 -3.90007 -0.64 0.69 -0.38 0.003
H -1.40660 1.02644 -5.24380 0.16 0.45 0.64 0.099
H -1.19676 3.06491 -2.89262 -0.33 0.01 -0.77 0.056
H -1.97481 3.41425 -4.61910 0.46 -0.63 0.79 0.066
C 2.17043 2.83765 0.51457 0.12 0.15 0.03 -0.055
C 1.55295 2.21169 1.70149 -0.54 -0.52 1.45 -0.593
N 0.73048 1.19147 1.69000 0.12 0.06 -0.30 -0.043
C 0.27173 0.76904 2.93989 1.48 1.95 0.15 -0.302
C 0.79826 1.55692 3.95182 -0.67 -0.98 -0.81 -0.298
S 1.86212 2.78671 3.33090 -0.89 -1.10 -0.39 1.108
C -0.63808 -0.36653 2.95534 -1.50 -1.82 0.02 -0.294
C -1.28196 -1.03812 3.97779 0.73 0.80 -0.75 -0.293
S -2.25898 -2.35516 3.38858 0.89 1.09 -0.38 1.117
C -1.77988 -1.96583 1.75454 0.53 0.79 1.41 -0.598
N -0.96263 -0.93532 1.71612 -0.14 -0.22 -0.28 -0.062
C -2.24800 -2.74097 0.58966 -0.20 -0.22 0.05 -0.059
H 1.86769 3.88505 0.46152 0.04 -0.05 -0.15 0.098
H 3.25692 2.80373 0.61454 -0.04 0.02 -0.16 0.096
H 1.86288 2.31493 -0.38971 0.03 0.06 -0.03 0.074
H 0.54600 1.39049 4.99146 0.37 0.41 -0.01 0.086
H -1.16389 -0.74260 5.01210 -0.33 -0.43 0.02 0.088
H -1.95541 -3.78468 0.72122 -0.02 0.03 -0.19 0.099
H -3.33843 -2.70144 0.54826 0.06 -0.03 -0.17 0.098
H -1.82391 -2.34982 -0.33417 -0.04 -0.05 0.01 0.068
```
Forces are in eV/Å.